Entry 1:
{"formula": "C9H14N4O3S", "method": "ωB97M-V/def2-TZVPD", "elements": ["C", "C", "C", "C", "C", "C", "C", "C", "C", "H", "H", "H", "H", "H", "H", "H", "H", "H", "H", "H", "H", "H", "H", "N", "N", "N", "N", "O", "O", "O", "S"], "positions_angstrom": [[0.686, -0.704, -0.025], [-0.867, -0.760, -0.138], [1.454, 0.456, -0.723], [2.900, 0.468, -0.167], [3.902, -0.530, -0.239], [4.896, 1.489, 0.378], [-2.842, 0.318, 0.894], [-3.763, -0.885, 0.469], [-3.022, 1.461, -0.171], [0.382, -2.637, -0.727], [1.099, -1.390, -1.936], [0.701, -0.836, 1.027], [1.310, 0.256, -1.812], [0.731, 1.402, -0.601], [3.737, -1.822, -0.072], [5.637, 2.172, 0.696], [5.901, -0.529, 0.253], [-0.850, 0.771, 1.312], [-3.224, 0.654, 1.908], [-2.516, 2.536, 0.107], [-2.531, 0.752, -1.094], [-5.449, 1.338, -0.861], [-2.759, -1.613, 2.001], [1.216, -1.799, -0.839], [3.649, 1.698, 0.371], [5.135, 0.112, 0.057], [-1.491, -0.088, 0.926], [-1.492, -1.612, -0.922], [-4.518, -0.909, -0.643], [-3.449, -2.017, 1.024], [-4.562, 2.246, -0.453]], "e_tot_ha": -1194.02761, "de_lowest_ev": 8.442, "largest_force_ev_per_a": 7.80, "e_lumo_ev": -0.232}



Entry 2:
{"formula": "C9H14N6", "method": "ωB97M-V/def2-TZVPD", "elements": ["C", "C", "C", "C", "C", "C", "C", "C", "C", "N", "N", "N", "N", "N", "N", "H", "H", "H", "H", "H", "H", "H", "H", "H", "H", "H", "H", "H", "H"], "positions_angstrom": [[4.387, 0.239, -0.438], [3.659, -0.830, -0.845], [3.825, 1.327, 0.265], [2.382, -0.970, -0.359], [2.538, 1.286, 0.756], [1.767, 0.054, 0.480], [-2.410, 0.464, -0.429], [-0.550, -0.786, 0.843], [-1.515, -0.752, -0.440], [-2.127, 1.350, 0.498], [-1.064, -1.581, 1.752], [0.520, -0.108, 0.852], [-3.425, 0.535, -1.359], [-2.587, 2.541, 0.674], [-2.134, -1.970, -0.653], [5.385, 0.340, -0.846], [4.205, -1.535, -1.587], [4.357, 2.345, 0.433], [1.936, -1.897, -0.582], [1.963, 2.038, 1.281], [-0.889, -0.616, -1.382], [-0.594, -1.643, 2.635], [-3.765, -0.321, -1.942], [-3.886, 1.375, -1.260], [-3.157, 3.197, -0.004], [-2.322, 3.029, 1.522], [-1.947, -2.050, 1.486], [-2.939, -2.317, -0.268], [-1.611, -2.744, -1.083]], "charge": 2, "e_tot_ha": -679.16352, "de_lowest_ev": 0.000, "largest_force_ev_per_a": 4.37, "e_lumo_ev": [-9.652, -8.543]}



Entry 3:
{"formula": "C9H14NO2", "method": "ωB97M-V/def2-TZVPD", "elements": ["C", "C", "C", "C", "C", "C", "C", "C", "C", "N", "O", "O", "H", "H", "H", "H", "H", "H", "H", "H", "H", "H", "H", "H", "H", "H"], "positions_angstrom": [[-0.247, 1.066, 2.146], [-0.711, 0.096, 1.517], [-3.120, 0.815, -1.753], [-2.859, 0.455, -0.556], [-2.392, -0.946, -0.246], [-1.287, -0.918, 0.628], [3.647, 0.936, -0.277], [2.265, 0.611, 0.419], [0.402, 0.152, -0.941], [-0.390, -2.288, 0.760], [0.492, 1.230, -1.459], [1.262, -0.353, -0.064], [-3.253, 1.818, -1.905], [-3.152, 0.102, -2.520], [-2.612, 1.183, 0.181], [-2.825, -1.896, -0.318], [3.638, 1.376, -1.193], [4.230, 1.477, 0.516], [4.170, 0.046, -0.559], [1.624, 1.498, 0.439], [2.554, 0.231, 1.427], [-0.316, -0.543, -1.331], [-0.929, -3.038, 0.290], [0.050, -2.401, 1.670], [0.242, -1.962, 0.100], [-0.479, 1.255, 3.028]], "charge": 1, "e_tot_ha": -556.05538, "de_lowest_ev": 6.288, "largest_force_ev_per_a": 9.43, "e_lumo_ev": [-4.929, -4.929]}



Entry 4:
{"formula": "C9H14NO5S", "method": "ωB97M-V/def2-TZVPD", "elements": ["C", "C", "S", "C", "N", "C", "C", "C", "O", "O", "C", "C", "O", "C", "O", "O", "H", "H", "H", "H", "H", "H", "H", "H", "H", "H", "H", "H", "H", "H"], "positions_angstrom": [[2.084, 2.315, 1.197], [2.179, 2.462, -0.371], [1.192, 1.183, -1.282], [2.264, -0.304, -1.399], [1.587, -1.576, -1.081], [0.809, -1.530, 0.173], [-0.720, -1.607, -0.242], [-1.659, -0.895, 0.789], [-1.851, -1.413, 1.832], [-2.262, 0.376, 0.509], [-3.279, 0.274, -0.421], [-4.588, 1.089, -0.137], [-3.226, -0.352, -1.437], [1.096, -2.836, 1.027], [1.326, -2.707, 2.247], [1.118, -3.997, 0.490], [3.036, 2.694, 1.656], [1.877, 1.277, 1.541], [1.294, 3.024, 1.560], [1.735, 3.443, -0.659], [3.252, 2.439, -0.679], [3.223, -0.178, -0.815], [2.595, -0.381, -2.470], [2.316, -2.288, -0.970], [1.045, -0.679, 0.847], [-1.046, -2.659, -0.435], [-0.817, -1.091, -1.232], [-5.283, 0.480, 0.481], [-5.027, 1.407, -1.105], [-4.271, 2.029, 0.387]], "charge": -1, "e_tot_ha": -1180.51562, "smiles": "CCSCN[C@@H](CC(=O)OC(C)=O)C(=O)[O-]", "de_lowest_ev": 0.000, "largest_force_ev_per_a": 2.93, "e_lumo_ev": 2.695}